Record 1
This record from the Open Molecules 2025 dataset describes a cluster of 9 separate species, C19H56O9 in total at a distorted geometry. The level of theory is the ωB97M-V functional and the def2-TZVPD basis.

Atoms and positions in Å:
O (2.60684, 0.08172, 3.19449)
C (3.48782, 1.81331, -0.99271)
H (-2.55000, 2.19087, -2.62540)
H (4.55390, 1.57485, -1.01224)
H (-2.58551, -1.57827, 1.34080)
H (0.30799, 1.68367, -0.20689)
H (-2.87109, 1.39358, 1.78849)
H (1.97624, -0.04143, 2.47284)
H (-2.48300, -2.50220, -1.44042)
H (-3.87110, 2.59660, 2.66739)
H (-0.09976, -2.28126, -3.88891)
H (-2.05328, 3.62259, 3.00089)
C (-3.30031, 1.66493, 2.75001)
O (-4.43126, 3.06961, -2.56105)
C (-3.34875, 2.41035, -1.91012)
C (0.82352, -1.72186, -4.04145)
H (-0.54313, 4.17044, 1.04590)
C (-2.42213, -2.61981, 1.05903)
H (-0.02675, -1.34146, -1.60439)
C (-1.09752, -4.35336, -0.16820)
H (-3.12807, 0.41048, -0.99349)
C (3.35685, -4.56285, -0.12717)
H (3.58355, -2.49544, -0.83321)
H (-2.39748, 4.23058, -1.19160)
H (-1.21472, 0.17503, -2.82543)
H (-4.09504, 3.59173, -3.29359)
C (-1.28460, -2.85472, 0.07607)
H (-4.06758, 0.95064, 3.06437)
C (-2.78987, 3.29009, -0.80121)
H (1.57588, 4.07455, -0.44907)
O (0.84465, -0.93033, -1.76119)
H (-0.00402, 1.43088, -3.00942)
H (-0.36115, -2.44597, 0.48434)
H (-1.93833, 2.82337, -0.29034)
H (-2.29297, -3.18249, 1.98735)
C (-0.32006, 0.45029, -3.38192)
H (2.79252, 1.97710, 2.41051)
H (2.34659, -3.42227, -1.66362)
H (-0.41857, 0.93211, 4.55298)
H (1.11898, -0.33362, -0.04523)
C (0.85440, -0.48414, -3.12520)
H (1.17322, 4.15674, 1.60349)
H (-0.54038, 0.54048, -4.44506)
H (1.72350, -2.30476, -3.85939)
H (1.83172, -0.01911, -3.26874)
H (-4.43079, 0.56566, -2.13286)
O (1.00830, 0.06654, 0.83099)
C (4.65940, -5.00300, -0.80505)
H (-2.03769, -4.79781, -0.50498)
O (3.19053, 3.12426, -0.55478)
C (-1.30479, 0.66314, 3.98003)
H (-0.37363, -4.50376, -0.96904)
H (1.98941, 1.93377, 3.94504)
H (-0.75607, -4.84479, 0.74080)
H (-3.47661, 3.47975, 0.02633)
H (3.12228, 1.73077, -2.01701)
H (-2.65830, 2.08132, 4.79433)
C (2.80390, 1.45841, 3.38245)
C (-2.23121, 1.85573, 3.80885)
H (0.12419, 1.78069, 1.60166)
C (0.09184, 1.14531, 0.72060)
H (-3.36378, -2.98010, 0.62905)
H (3.48153, -4.52109, 0.95367)
H (2.99361, 1.02766, -0.41422)
H (-4.66136, 1.28665, -0.59862)
H (0.28759, 5.66443, 1.40231)
C (2.80555, -3.24635, -0.68665)
C (-3.88765, 1.10849, -1.34904)
H (-1.80282, -0.16351, 4.48690)
H (2.23524, -5.70804, -1.28930)
H (-1.00221, 0.29897, 2.99611)
H (3.66025, 3.30061, 0.26758)
H (1.97225, -2.91043, -0.07154)
H (4.53758, -5.02456, -1.88641)
H (5.49411, -4.36454, -0.50337)
O (0.83041, 4.69739, -0.37990)
H (4.90785, -5.98978, -0.41220)
H (3.74521, 1.68195, 3.87701)
O (-1.61137, -2.20501, -1.16272)
O (-1.45155, 3.01055, 3.43307)
H (-0.94158, 0.78427, 0.62579)
H (0.82867, -1.39312, -5.08552)
C (0.43086, 4.66401, 0.98408)
O (2.36911, -5.58572, -0.34571)

Computed properties:
* SMILES: CC(C)O.CC(C)O.CC(C)O.CC(C)O.CC(C)O.CO.CO.CO.CO
* ΔE to the lowest compared entry with this formula, charge and spin: 253.6 kJ/mol


Record 2
This record from the Open Molecules 2025 dataset describes a cluster of 6 separate species, C19H57BO21P6 in total at a distorted geometry. The level of theory is the ωB97M-V functional and the def2-TZVPD basis.

Atoms and positions in Å:
H (2.62325, 2.04581, 3.83405)
C (-5.24297, 3.19517, -2.04500)
H (-1.12308, -4.71261, -7.87032)
C (4.13382, -4.08141, -5.55616)
H (-6.87616, 3.00627, 3.74717)
O (-0.93517, 1.22976, 0.29683)
P (4.56627, -4.97200, -0.27533)
H (6.86396, -4.71033, 0.97916)
C (2.91661, 1.20770, 4.46023)
O (2.61242, -5.91609, -7.71372)
C (-1.18134, 2.57316, -0.15212)
H (-7.41056, 4.14824, 2.49265)
P (1.98886, -5.26314, -6.40373)
C (-6.54557, 3.70882, 2.98418)
O (-8.55417, 6.35534, -1.25381)
H (-7.57714, 2.78574, -2.02844)
H (2.22008, -6.05836, -1.38614)
H (-9.82165, 2.23087, -1.45390)
H (-3.21508, 3.74591, -2.40261)
H (7.85279, 2.76230, 4.12104)
C (-10.44346, 3.11056, -1.62193)
H (6.34587, 3.70594, 4.18567)
H (-10.39722, 3.33862, -2.68673)
O (5.51968, 0.40765, 6.88675)
H (-6.62770, 4.93843, -2.69920)
H (1.41649, -4.50875, -1.70038)
H (2.83187, -4.97032, -2.65982)
H (3.89345, -0.89675, 6.99353)
O (-3.77858, 4.65703, 2.04189)
O (5.38396, -3.64369, -0.04879)
O (5.53924, -0.11529, 4.34678)
H (-5.93588, 3.19416, 2.24123)
H (3.93585, -7.44940, -8.04573)
O (-3.67098, 3.76112, 4.43622)
H (6.51013, -7.09836, -1.99890)
O (3.19400, -4.33103, -0.71527)
H (3.24346, 0.17544, -1.10803)
H (-1.39386, 2.55274, -1.21839)
H (1.30618, -1.96812, 0.12936)
H (-2.04539, 2.95814, 0.38474)
H (2.66913, -7.81155, -6.84631)
H (0.89821, -2.47456, 1.77916)
H (-10.74243, 5.06140, -0.72417)
H (2.93856, 1.64111, -0.13862)
C (2.58010, 1.02671, -0.96220)
H (4.89773, -3.89796, -6.30950)
H (-6.39607, 4.40934, -0.33425)
O (6.43495, 2.05690, 5.41782)
H (6.39238, 2.14288, 3.32678)
C (1.22795, -1.64213, 1.16508)
O (1.24154, 1.75401, 1.56793)
H (4.83384, -7.41973, -2.49918)
C (-4.07110, 3.74683, -1.73493)
H (2.27012, -7.75066, -8.58376)
H (2.54072, 1.61743, -1.87518)
O (3.96523, 1.63836, 5.34565)
C (-0.18825, -5.26372, -7.83508)
H (2.06284, 0.89428, 5.06002)
H (-1.76026, 3.01277, 4.64845)
H (0.28252, -5.25076, -8.81697)
H (-2.41401, 2.91859, 2.99478)
C (6.76896, 2.70281, 4.18257)
C (-2.65174, 2.82590, 4.05216)
O (0.64308, -4.59730, -6.87986)
C (6.68880, -3.72667, 0.54439)
C (2.88507, -7.32215, -7.79384)
H (-2.70496, 7.52064, 4.99742)
H (-0.38886, -6.29178, -7.53012)
O (1.26012, 0.53455, -0.69222)
H (4.27432, -5.06834, -5.11501)
O (0.23997, -0.61077, 1.29059)
H (-2.71525, 5.88866, 5.70365)
H (4.20268, -3.32963, -4.77379)
O (-5.81645, 4.76945, 3.61748)
P (-6.91515, 4.02017, -1.64944)
H (-5.29975, 2.25961, -2.60773)
H (-0.32358, 3.21790, 0.04068)
H (-11.46347, 2.82980, -1.36212)
H (-3.01552, 1.82148, 4.25779)
H (4.75517, -0.54655, 8.50480)
C (-9.96778, 4.28866, -0.75196)
H (-9.87498, 3.93346, 0.28249)
C (4.38403, -0.11742, 7.57870)
O (5.16886, -5.59299, -1.61293)
O (4.52947, -5.91008, 0.84725)
H (3.67670, 0.68033, 7.80142)
H (-8.08985, 6.75320, -0.50588)
H (2.20119, -1.29904, 1.51918)
C (-2.74350, 6.45830, 4.77607)
H (-3.92978, 4.22940, -0.76644)
P (5.36770, 0.89542, 5.39282)
P (0.53028, 0.81734, 0.69095)
O (1.89968, -6.18178, -5.26578)
H (5.28044, -7.49786, -0.77361)
C (5.46357, -6.99261, -1.71968)
P (-4.25400, 4.83102, 3.41626)
H (3.24263, 0.38431, 3.82930)
H (6.74449, -2.97575, 1.32833)
O (-3.98005, 6.22792, 4.09251)
C (2.37534, -5.01797, -1.67293)
O (2.84217, -3.95997, -6.17006)
B (-8.61787, 4.96646, -1.19312)
H (7.43445, -3.51770, -0.22089)
H (-1.89260, 6.19078, 4.14804)

Computed properties:
* SMILES: C=C[PH3]B(O)CC.COP(=O)(OC)OC.COP(=O)(OC)OC.COP(=O)(OC)OC.COP(=O)(OC)OC.COP(=O)(OC)OC


Record 3
This record from the Open Molecules 2025 dataset describes a cluster of 13 separate species, C19H57Cl2O15P in total at a distorted geometry. The level of theory is the ωB97M-V functional and the def2-TZVPD basis.

Atoms and positions in Å:
H (-6.72613, -2.68810, 2.13255)
O (7.42544, 2.40435, 1.61349)
C (0.68038, 2.78214, -1.97431)
H (5.11756, -0.70644, -0.12504)
H (-4.06339, -0.57326, -0.67151)
C (-3.77802, 2.04028, -9.17354)
C (5.07280, -3.10874, -3.22057)
Cl (0.20958, 1.28272, 0.35168)
H (7.24449, 3.39727, 3.41121)
C (-6.21801, -2.05772, 1.39858)
H (-6.02344, -2.62817, 0.48686)
H (5.72702, 2.72768, 2.73686)
H (5.45284, 0.87836, -2.45853)
H (-2.49334, 1.72878, -7.75554)
H (3.90016, 0.37850, -0.84263)
H (8.17923, 0.30469, 0.76820)
H (-3.83244, 0.98867, -9.46591)
O (-1.00204, 4.30221, -0.04239)
O (-3.36749, 2.13838, -7.81893)
H (-1.53470, -4.74527, -0.29839)
H (-2.66078, -3.47450, 5.79286)
C (1.27508, -1.91793, -1.65556)
H (-3.87659, -2.38849, 5.07345)
O (-5.04259, 5.09144, -4.85879)
O (0.04624, 1.56362, -2.41841)
H (7.58191, -0.66523, -1.22108)
H (-0.64035, -1.99984, 8.11331)
H (-6.84922, -1.20051, 1.16030)
H (1.82137, -4.35805, 2.92594)
H (-2.35639, -1.71957, 5.74301)
H (-2.32575, -1.89554, 3.45505)
C (-2.81261, 1.31089, -1.04940)
C (-5.15480, 4.30546, -6.03530)
H (-2.38433, 2.10580, -0.32232)
H (5.20261, -2.12357, -2.76683)
O (0.96389, -5.88993, 4.00491)
C (2.11252, -5.15373, 3.61627)
H (-3.06654, 2.56943, -9.81245)
O (-4.03217, 4.66202, 0.96875)
H (2.81239, -5.82618, 3.11823)
H (-1.85925, -0.75899, -0.76405)
H (-0.31934, 4.02951, 0.62397)
H (6.94339, 1.64203, 3.45498)
H (-3.88910, 0.48980, 0.85375)
H (-3.53512, 2.83016, 1.77208)
H (-0.24753, -0.08456, 6.91204)
H (-1.98821, -1.13474, 8.89359)
O (1.95927, 2.84074, -1.84283)
H (-3.15210, 4.74965, 0.57587)
H (-1.20711, -4.00707, 1.84779)
O (-2.18099, -2.71658, 3.94676)
H (9.83153, -0.28982, 0.46991)
H (-4.45369, -2.36781, 2.14048)
Cl (-1.87651, 4.50696, -3.01772)
O (-4.99255, -1.58926, 1.93880)
H (3.51375, -2.58431, -4.24682)
C (-1.00726, -1.02027, 8.43032)
O (3.71695, -3.27883, -3.60491)
C (4.97028, 0.20714, -0.70309)
C (0.68911, -0.73856, -1.48601)
H (5.71727, -3.20497, -4.09809)
O (-1.12894, -0.16830, 7.30206)
H (2.58973, -4.72535, 4.50132)
H (-1.91433, -0.25278, -2.54798)
C (-2.80657, -2.56204, 5.21253)
H (-4.76408, 2.49528, -9.27729)
H (5.33428, -3.87940, -2.49387)
C (-4.05244, 0.53472, -0.30067)
H (-5.04918, 1.07292, -0.55019)
H (5.41726, 1.04946, -0.16881)
H (-3.21149, 4.25075, 2.81409)
H (-4.88298, 3.68912, 2.55949)
H (0.24042, -4.80109, 1.15420)
H (-3.19287, 1.83095, -2.02361)
C (-0.43228, -3.94294, 1.07999)
H (1.36381, -3.07093, -1.76908)
O (-1.03698, -3.92107, -0.20376)
H (-0.31592, -0.57808, 9.15186)
H (-4.23516, 4.38584, -6.61932)
H (-5.99307, 4.67477, -6.62818)
H (0.36256, -5.27073, 4.44237)
P (-0.26549, 4.43004, -1.59599)
H (9.12028, 0.92609, -0.62178)
C (-3.90395, 3.80812, 2.09315)
C (6.79726, 2.55546, 2.87672)
H (-4.29457, 4.74322, -4.35409)
O (5.59869, 0.05677, -1.96861)
C (-1.75884, 0.16063, -1.47204)
O (8.39734, -0.99411, -0.81595)
C (8.90868, 0.04996, -0.00311)
H (7.28090, 3.22578, 1.12304)
H (-5.33522, 3.26251, -5.76376)
H (0.13844, -3.02305, 1.21817)
C (-0.19242, 0.62542, -1.33181)


| no. | HOMO (Eh) | total energy (eV) | lowest unoccupied orbital energy (eV) |
| --- | --- | --- | --- |
| 1 | -0.356 | -39037.179 | 0.49 |
| 2 | -0.266 | -120042.509 | 0.49 |
| 3 | -0.354 | -85662.845 | -1.03 |